C21H33N6OPS3SiSr | ωB97M-V with the def2-TZVPD basis set

```
67
Properties=species:S:1:pos:R:3:mulliken_charge:R:1
Sr 0.07 1.51 0.17 0.673
C -4.00 0.42 1.87 -0.791
C -3.36 -0.53 2.85 0.334
N -3.39 -1.87 2.57 -1.081
N -3.13 -2.05 1.28 0.231
C -2.43 -1.95 0.35 0.551
N -1.78 -1.93 -0.79 -0.276
S -0.50 0.36 -2.32 -0.599
C -2.62 -0.06 3.95 0.060
C -2.27 1.42 3.97 -0.461
C -1.86 1.84 5.38 0.761
C -0.73 0.93 5.77 -0.827
C -0.90 -0.37 5.46 -0.410
N -1.93 -0.90 4.72 -0.750
H -3.50 1.38 1.79 -0.083
H -5.04 0.60 2.15 0.221
H -4.01 0.00 0.86 0.496
H -0.87 -2.39 -0.80 0.142
H -1.70 -0.99 -1.23 -0.018
H -3.04 2.08 3.58 1.049
H -2.71 1.61 6.04 0.342
H 0.05 1.25 6.45 0.366
H -0.19 -1.11 5.82 0.398
S 2.91 1.87 -0.77 -0.458
C 2.78 2.73 -2.28 0.460
C 4.01 2.80 -3.02 -0.126
N 5.01 2.83 -3.59 -0.601
C 1.67 3.32 -2.83 0.576
S 0.07 3.40 -2.15 -0.344
C 1.81 3.97 -4.10 -0.098
N 1.91 4.48 -5.13 -0.599
C -1.57 3.03 1.50 -1.841
Si -0.93 1.40 2.58 0.352
C -1.55 3.32 5.49 -1.602
C 0.85 2.14 2.66 -1.351
O -0.93 0.09 1.68 -0.550
H -0.81 3.82 1.46 0.542
H -2.30 3.43 2.21 0.372
H -2.12 3.04 0.54 0.582
H -0.68 3.59 4.88 0.201
H -1.32 3.60 6.52 0.457
H -2.39 3.93 5.15 0.368
H 1.09 2.86 1.87 0.772
H 1.65 1.41 2.78 0.310
H 0.86 2.73 3.58 0.172
C 1.45 -1.79 -5.89 -1.232
C 0.36 -2.04 -4.85 -0.468
P 0.87 -2.82 -3.26 0.274
C 2.38 -1.86 -2.80 -0.374
C 2.59 -1.86 -1.30 -0.880
C 1.65 -4.38 -3.90 -0.572
C 2.19 -5.26 -2.78 -1.261
H 1.04 -1.24 -6.75 0.416
H 1.88 -2.71 -6.27 0.266
H 2.25 -1.18 -5.48 0.277
H -0.43 -2.69 -5.27 0.400
H -0.12 -1.10 -4.56 0.230
H 2.24 -0.83 -3.14 0.293
H 3.25 -2.27 -3.33 0.439
H 1.75 -1.31 -0.87 -0.086
H 3.51 -1.35 -1.02 0.373
H 2.61 -2.87 -0.88 0.310
H 2.45 -4.13 -4.61 0.310
H 0.88 -4.91 -4.47 0.395
H 2.95 -4.74 -2.21 0.254
H 2.64 -6.18 -3.17 0.393
H 1.39 -5.55 -2.09 0.319
```

The orbital gap (alpha / beta) comes out at 5.55 / 5.74 eV. As for the total charge: -2. The spin multiplicity is 1. Its largest force on an atom is 4.1 eV Å⁻¹. The electronic energy comes out at -83807.8495 eV. Its LUMO energy (alpha / beta) is 4.201 / 4.198 eV. For the molar mass, the calculation gives 628.4 g/mol. As for the energy relative to the best compared isomer or geometry (same formula, charge and spin): 189.4 kcal/mol.